Entry 1:
The following is a DFT calculation (wB97M-V/def2-TZVPD) of 2 unconnected molecules or ions with the total composition C3H8N2OS.

The geometry in XYZ format:
```
15
Properties=species:S:1:pos:R:3:nbo_charge:R:1
C 0.4047 -2.1700 -1.5882 -0.789
S 1.6139 -1.4044 -0.4956 0.314
C 0.7909 -0.2855 0.5030 -0.091
N -0.5058 -0.3095 0.6459 -0.337
N -1.0444 0.7046 1.3812 -0.596
H -0.4303 -2.7748 -1.0755 0.237
H 0.8560 -3.0755 -2.2052 0.245
H -0.0343 -1.5380 -2.3846 0.236
H 1.3290 0.2862 1.3367 0.186
H -0.3135 1.1564 2.1562 0.358
H -2.0702 0.6302 1.4943 0.416
C -0.1717 2.1799 0.1264 0.169
O 0.5166 1.4025 -0.5742 -0.597
H -1.2341 2.4592 -0.1858 0.136
H 0.2933 2.7386 0.8653 0.114
```

2S+1: 1
F_max: 0.0810 Eh/bohr
charge: 0
HOMO: -8.0 eV
E_LUMO: 0.71 eV

Entry 2:
The following is a DFT calculation (wB97M-V/def2-TZVPD) of a molecular structure, C6H12O2.

The geometry in XYZ format:
```
20
Properties=species:S:1:pos:R:3:nbo_charge:R:1
C 1.9397 -0.3549 1.5119 -0.153
C 1.6206 0.9103 -0.9835 -0.261
O 1.0408 0.0434 -0.0201 -0.525
H 1.7470 1.9206 -0.5797 0.178
H 2.5887 0.5048 -1.2834 0.192
H 2.0764 0.5734 2.0537 0.209
H 2.8038 -0.6382 0.9159 0.171
H 1.5697 -1.1931 2.0838 0.235
H 0.9724 0.9401 -1.8611 0.212
C -1.6339 -1.5837 -0.2363 -0.648
C -1.4755 -0.0948 -0.2642 -0.033
C -0.4465 0.4708 0.6780 0.407
C -2.1673 0.7230 -1.0557 -0.400
O -0.2966 -0.0641 1.8378 -0.753
H -0.4143 1.5801 0.6205 0.112
H -0.6863 -2.0646 -0.4891 0.219
H -1.8955 -1.9073 0.7713 0.239
H -2.3958 -1.9170 -0.9405 0.209
H -2.9059 0.3532 -1.7563 0.197
H -2.0415 1.7980 -1.0030 0.193
```

2S+1: 1
F_max: 0.0521 Eh/bohr
charge: 0
HOMO: -8.5 eV
E_LUMO: 0.61 eV

Entry 3:
The following is a DFT calculation (wB97M-V/def2-TZVPD) of a molecular structure, C16H20As2F3NO4S2Y.

The geometry in XYZ format:
```
49
Properties=species:S:1:pos:R:3:nbo_charge:R:1
Y -1.0801 -1.8200 0.1273 1.760
O 0.1078 -0.7729 -1.2911 -0.790
N -0.1396 -0.7020 -2.6262 -0.099
C 0.5414 0.2726 -3.3487 -0.132
C 0.2040 0.4762 -4.6611 -0.228
C -0.7921 -0.2798 -5.2729 -0.328
C -1.4323 -1.2973 -4.5078 -0.268
C -1.1100 -1.4995 -3.1980 0.017
S -1.8678 -2.7441 -2.1951 -0.380
H 1.3180 0.7834 -2.8012 0.209
H 0.7416 1.2389 -5.2098 0.214
H -1.0680 -0.1206 -6.3040 0.207
H -2.1835 -1.9335 -4.9523 0.222
C 2.3848 -1.8063 2.7014 -0.942
As 1.6388 -1.2667 0.9783 0.885
C 3.0556 -1.7124 -0.2745 -0.924
C 1.8353 0.6745 1.0954 -0.307
C 3.1114 1.1608 1.3729 -0.207
C 3.3659 2.5186 1.4650 -0.197
C 2.3298 3.4198 1.2807 -0.215
C 1.0557 2.9469 1.0147 -0.145
C 0.7868 1.5818 0.9186 -0.335
As -1.0728 1.0715 0.5752 0.894
C -1.5116 2.1925 -0.9511 -0.934
C -1.9545 1.9673 2.0671 -0.947
H 3.3893 -1.4124 2.8534 0.225
H 2.4193 -2.8938 2.7554 0.237
H 1.7290 -1.4341 3.4871 0.244
H 3.9841 -1.2125 -0.0031 0.224
H 2.7288 -1.3893 -1.2605 0.261
H 3.2182 -2.7895 -0.2770 0.237
H 3.9357 0.4725 1.5203 0.208
H 4.3673 2.8681 1.6781 0.220
H 2.5089 4.4849 1.3451 0.220
H 0.2556 3.6652 0.8788 0.199
H -1.3029 3.2419 -0.7469 0.222
H -2.5708 2.0802 -1.1800 0.240
H -0.9234 1.8574 -1.8044 0.262
H -1.6645 3.0136 2.1589 0.224
H -1.6886 1.4338 2.9784 0.246
H -3.0339 1.9085 1.9277 0.236
F -4.9593 -2.8434 1.8898 -0.284
C -3.9751 -1.9684 1.9478 0.706
F -4.3748 -0.8863 2.5990 -0.294
F -3.6505 -1.5916 0.6677 -0.325
S -2.4152 -2.6694 2.6285 2.341
O -2.7056 -3.2828 3.8725 -0.877
O -1.5498 -1.4835 2.5805 -0.995
O -1.9864 -3.5185 1.5001 -1.006
```

2S+1: 2
F_max: 0.0108 Eh/bohr
<S²>: 0.768
charge: 0
HOMO (alpha / beta): -4.4 / -7.7 eV
E_LUMO (alpha / beta): -0.18 / -0.18 eV